one:
Here is an isolated molecule of C3H5NOS2 from the OMol25 dataset. Energies are from ωB97M-V/def2-TZVPD.

Its structure (SMILES) is O/N=C1/CSCS1. The spin multiplicity is 1. The frontier orbital gap comes out at 0.350 Eh.

Geometry as XYZ:
```
12
Properties=species:S:1:pos:R:3:nbo_charge:R:1
O 1.47 1.96 1.22 -0.5802
N 0.81 1.91 0.02 -0.1464
C 0.11 0.81 0.03 0.0310
C -0.75 0.55 -1.18 -0.5750
S -0.77 -1.24 -1.44 0.2414
C -0.75 -1.64 0.29 -0.7070
S 0.34 -0.51 1.18 0.3021
H 1.87 2.84 1.34 0.4840
H -0.42 1.07 -2.07 0.2596
H -1.70 0.94 -0.92 0.2230
H -0.28 -2.62 0.30 0.2466
H -1.74 -1.71 0.72 0.2209
```

two:
Here is an isolated molecule of C3H5NOS2 from the OMol25 dataset. Energies are from ωB97M-V/def2-TZVPD.

Its structure (SMILES) is C=NSCOC=S. The spin multiplicity is 1. The frontier orbital gap comes out at 0.317 Eh.

Geometry as XYZ:
```
12
Properties=species:S:1:pos:R:3:nbo_charge:R:1
C 2.59 -1.46 -0.08 -0.1043
N 1.52 -0.80 -0.63 -0.4780
S 0.60 0.08 0.69 0.3136
C -0.49 1.24 -0.27 -0.2388
O -1.51 0.46 -0.70 -0.5074
C -2.26 0.01 0.29 0.0416
S -3.38 -1.23 0.05 -0.0435
H 3.19 -1.89 -0.85 0.1957
H 3.02 -1.36 1.03 0.1903
H -0.13 1.88 -1.07 0.2378
H -0.95 2.21 0.31 0.2081
H -2.20 0.85 1.23 0.1849
```

Most favorable structure: one. The second most favorable one is 243.3 kJ/mol above it.

one:
Here is a structure of composition C3H5NOS2 from the OMol25 dataset. Energies are from ωB97M-V/def2-TZVPD.

The spin multiplicity is 1. The frontier orbital gap comes out at 0.327 Eh.

Geometry as XYZ:
```
12
Properties=species:S:1:pos:R:3:nbo_charge:R:1
C 0.92 -0.15 2.00 -0.7571
C -0.02 0.95 -0.28 0.3806
C -0.79 -0.66 -1.76 -0.2232
H 1.65 -0.13 2.80 0.2320
H 1.23 -0.92 1.28 0.2432
H -0.05 -0.38 2.51 0.2251
H -1.55 -1.39 -1.53 0.2010
H -0.06 -1.06 -2.45 0.1895
N -0.67 1.77 -0.98 -0.6167
O -0.11 -0.40 -0.52 -0.5186
S 0.97 1.43 1.14 0.2728
S -1.51 0.95 -2.21 0.3713
```

two:
Here is an isolated molecule of C3H5NOS2 from the OMol25 dataset. Energies are from ωB97M-V/def2-TZVPD.

Its structure (SMILES) is S/N=C1/OCCS1. The spin multiplicity is 1. The frontier orbital gap comes out at 0.322 Eh.

Geometry as XYZ:
```
12
Properties=species:S:1:pos:R:3:nbo_charge:R:1
S 0.30 -2.50 -2.46 0.2318
N 1.06 -1.67 -1.28 -0.6464
C 0.60 -0.80 -0.54 0.3456
O 1.27 -0.23 0.52 -0.4875
C 0.65 0.89 1.24 -0.0776
C -0.87 1.02 0.72 -0.5300
S -0.84 -0.05 -0.87 0.2299
H -1.00 -2.03 -2.60 0.0799
H 1.24 1.74 1.00 0.1881
H 0.64 1.04 2.30 0.2106
H -1.29 1.98 0.47 0.2329
H -1.76 0.61 1.50 0.2227
```

Most favorable structure: one. The second most favorable one is 134.0 kJ/mol above it.

one:
Here is an isolated molecule of C12H17N3 from the OMol25 dataset. Energies are from ωB97M-V/def2-TZVPD.

Its structure (SMILES) is NCCCNCc1c[nH]c2ccccc12. The spin multiplicity is 1. The frontier orbital gap comes out at 0.312 Eh.

Geometry as XYZ:
```
32
Properties=species:S:1:pos:R:3:nbo_charge:R:1
N -1.41 -1.38 -3.35 -0.8591
C -2.33 -0.33 -2.44 -0.2064
C -1.66 0.65 -1.44 -0.4606
C -0.59 1.62 -1.98 -0.2005
N -0.20 2.67 -0.92 -0.6590
C 0.91 2.57 0.00 -0.2134
C 0.96 1.34 0.85 -0.1315
C 0.18 1.45 1.97 -0.0006
N -0.29 0.35 2.56 -0.5717
C 0.26 -0.77 1.86 0.1171
C 0.15 -2.19 2.26 -0.2302
C 1.17 -2.93 1.65 -0.2217
C 1.77 -2.42 0.39 -0.2551
C 1.51 -1.08 -0.24 -0.1889
C 0.81 -0.22 0.72 -0.1219
H -0.58 -1.10 -3.67 0.3395
H -0.95 -2.38 -2.77 0.3460
H -3.17 -0.76 -1.77 0.2201
H -2.72 0.56 -3.14 0.1831
H -1.22 0.10 -0.61 0.2194
H -2.40 1.36 -1.38 0.2011
H 0.30 0.99 -2.52 0.2015
H -1.25 2.06 -2.88 0.1821
H -1.08 3.11 -0.41 0.3654
H 1.95 2.65 -0.54 0.1762
H 0.98 3.35 0.64 0.2079
H 0.37 2.52 2.47 0.2052
H -1.13 0.29 3.33 0.4335
H -0.64 -2.56 3.02 0.2349
H 1.60 -3.86 2.15 0.2293
H 2.26 -3.05 -0.33 0.2118
H 2.14 -0.85 -1.29 0.2464
```

two:
Here is an isolated molecule of C12H17N3 from the OMol25 dataset. Energies are from ωB97M-V/def2-TZVPD.

The spin multiplicity is 1. The frontier orbital gap (alpha / beta) comes out at 0.274 / 0.250 Eh.

Geometry as XYZ:
```
32
Properties=species:S:1:pos:R:3:nbo_charge:R:1
C 2.39 1.55 -0.44 -0.3147
C 1.30 1.97 -1.12 -0.0456
C 2.02 0.35 0.25 0.1617
C -1.60 1.67 1.69 0.0777
C -1.98 -0.51 0.93 0.2038
C -2.11 -1.76 1.31 -0.4437
C -1.01 1.05 -1.01 0.0409
C -1.95 -0.04 -0.84 -0.0891
C -1.36 -1.41 -1.41 -0.6160
C -3.29 0.36 -1.37 -0.6167
C 4.12 -0.96 0.78 -0.6060
C 2.76 -0.41 1.32 -0.4265
N 0.77 0.08 -0.01 -0.2811
N -1.87 0.48 1.80 -0.4505
N 0.33 1.03 -0.86 -0.1925
H 3.47 1.89 -0.36 0.2303
H 1.05 2.83 -1.59 0.2134
H -1.75 2.30 2.51 0.1603
H -2.06 -1.86 2.39 0.2091
H -1.87 -2.72 0.81 0.2201
H -1.25 1.98 -1.41 0.1912
H -0.94 -1.19 -2.51 0.2042
H -2.14 -2.14 -1.34 0.2089
H -0.56 -1.71 -0.77 0.2436
H -3.17 0.48 -2.41 0.2115
H -3.52 1.39 -1.02 0.2142
H -4.11 -0.24 -1.12 0.2231
H 4.02 -1.92 0.19 0.2133
H 4.71 -1.23 1.62 0.2071
H 4.69 -0.22 0.18 0.2053
H 2.91 0.16 2.19 0.2171
H 2.01 -1.27 1.61 0.2257
```

Most favorable structure: two. The second most favorable one is 148.9 kJ/mol above it.